Density functional theory data (ωB97M-V with the def2-TZVPD basis set) for 2 unconnected molecules or ions with the total composition CH9N3.

Values from the calculation:
Gap between HOMO and LUMO ... 10.280 eV
SMILES ... NCN.N
Net charge ... 0
Spin multiplicity ... 1

Each atom is followed by the atoms it is bonded to, with distances in Å.
Element x y z (Å)
1 N -2.28432 0.03344 0.66603  C2 1.438, H4 1.011, H5 1.013
2 C -1.26268 -0.52169 -0.17936  N1 1.438, N3 1.473, H6 1.093, H7 1.089
3 N -1.77889 -1.48423 -1.16771  C2 1.473, H8 1.016, H9 1.018
4 H -2.49717 -0.57509 1.44541  N1 1.011
5 H -3.14451 0.19532 0.15598  N1 1.013
6 H -0.50444 -0.98119 0.45995  C2 1.093
7 H -0.77571 0.29030 -0.71772  C2 1.089
8 H -1.01949 -1.70456 -1.80637  N3 1.016
9 H -1.97324 -2.35328 -0.67355  N3 1.018
10 N 4.02718 1.99288 0.43815  H11 1.015, H12 1.014, H13 1.029
11 H 3.20957 2.28965 0.96080  N10 1.015
12 H 3.70500 1.70501 -0.47948  N10 1.014
13 H 4.29871 1.11342 0.89789  N10 1.029

=====

Density functional theory data (ωB97M-V with the def2-TZVPD basis set) for 2 unconnected molecules or ions with the total composition CH9N3.

Values from the calculation:
Gap between HOMO and LUMO ... 9.930 eV
SMILES ... NCN.N
Net charge ... 0
Spin multiplicity ... 1

Each atom is followed by the atoms it is bonded to, with distances in Å.
Element x y z (Å)
1 N 0.74619 -2.62424 -1.62462  C2 1.431, H4 0.998, H5 1.000
2 C -0.06984 -1.45226 -1.54169  N1 1.431, N3 1.467, H6 1.095, H7 1.093
3 N -1.44887 -1.79369 -1.17764  C2 1.467, H8 1.009, H9 1.010
4 H 1.29771 -2.77714 -2.44279  N1 0.998
5 H 0.47061 -3.44074 -1.11734  N1 1.000
6 H 0.35298 -0.72522 -0.84123  C2 1.095
7 H -0.13510 -1.00770 -2.53855  C2 1.093
8 H -1.45389 -2.32194 -0.31752  N3 1.009
9 H -1.96562 -0.93124 -1.08398  N3 1.010
10 N 0.70515 5.09770 3.81511  H11 1.016, H12 1.017, H13 1.017
11 H 0.23697 5.78448 3.23122  N10 1.016
12 H 1.59169 4.92010 3.35044  N10 1.017
13 H 0.16639 4.25232 3.64565  N10 1.017

=====

Density functional theory data (ωB97M-V with the def2-TZVPD basis set) for 3 unconnected molecules or ions with the total composition CH9N3P.

Values from the calculation:
Gap between HOMO and LUMO (alpha / beta) ... 9.115 / 6.827 eV
Net charge ... +1
Spin multiplicity ... 1

Each atom is followed by the atoms it is bonded to, with distances in Å.
Element x y z (Å)
1 C 0.24237 1.20991 -0.02538  N2 1.282, N3 1.305
2 N 1.28874 0.48206 -0.15890  C1 1.282, H6 1.019, H7 1.070
3 N 0.14141 2.50919 -0.09767  C1 1.305, H8 1.007, H9 1.021
4 N 1.15419 -2.17871 0.07548  H10 1.014, H11 1.013, H12 1.014
5 P -2.73918 -0.26380 -0.01766  H13 1.400, H14 1.403
6 H 2.21087 0.87496 -0.34198  N2 1.019
7 H 1.23407 -0.58407 -0.07985  N2 1.070
8 H -0.74289 2.96841 0.05063  N3 1.007
9 H 0.95579 3.11393 -0.21001  N3 1.021
10 H 0.52016 -2.44236 0.82177  N4 1.014
11 H 0.83621 -2.62308 -0.77770  N4 1.013
12 H 2.07175 -2.54799 0.29933  N4 1.014
13 H -3.22313 0.52343 -1.06944  P5 1.400
14 H -3.31254 0.57919 0.94686  P5 1.403

=====

For the records above, the corresponding relative energy (zero: lowest compared OMol25 entry of this formula, charge and spin) values read 11.70; 41.28; 273.88 kJ/mol.
For the records above, the corresponding E_tot values read -207.74868; -207.73741; -548.76812 a.u..